Arrangement i

DFT (ωB97M-V/def2-TZVPD) results for 2 unconnected molecules or ions with the total composition C2H10NS.

Properties
- HOMO (alpha / beta): -3.283 / -9.773 eV
- Lowest unoccupied orbital energy (alpha / beta): 0.9 / 0.6 eV
- Multiplicity: 2
- Molar mass: 80.18 g/mol
- Net charge: 0
- Frontier orbital gap (alpha / beta): 4.23 / 10.34 eV

Bonds (Å) are listed after each position.
Geometry (Å):
1 C -1.2180 0.5584 0.1992  N2 1.486, H4 1.093, H5 1.086, H6 1.085
2 N -0.0099 0.2274 -0.5999  C1 1.486, C3 1.503, H7 1.056, H8 1.052
3 C 0.8155 1.3716 -1.1189  N2 1.503, H9 1.085, H10 1.089, H11 1.087
4 H -1.6947 -0.4069 0.3867  C1 1.093
5 H -0.9433 1.0677 1.1177  C1 1.086
6 H -1.8827 1.2162 -0.3515  C1 1.085
7 H -0.2655 -0.3749 -1.4284  N2 1.056
8 H 0.5962 -0.4355 -0.0516  N2 1.052
9 H 0.1454 2.0600 -1.6222  C3 1.085
10 H 1.5280 0.9349 -1.8169  C3 1.089
11 H 1.3714 1.7751 -0.2758  C3 1.087
12 S 0.8744 -2.3190 1.4613  H13 1.359, H14 1.343
13 H 1.0912 -2.9561 2.6419  S12 1.359
14 H -0.4078 -2.7189 1.4584  S12 1.343

=====

Arrangement ii

DFT (ωB97M-V/def2-TZVPD) results for 2 unconnected molecules or ions with the total composition C2H10NS.

Properties
- HOMO (alpha / beta): -3.416 / -10.231 eV
- Lowest unoccupied orbital energy (alpha / beta): 0.6 / 0.5 eV
- Multiplicity: 2
- Molar mass: 80.18 g/mol
- Net charge: 0
- Frontier orbital gap (alpha / beta): 4.00 / 10.69 eV

Bonds (Å) are listed after each position.
Geometry (Å):
1 S 0.7949 2.6430 1.0052  H2 1.351, H3 1.347
2 H 0.4148 2.6268 -0.2906  S1 1.351
3 H -0.4748 2.6023 1.4534  S1 1.347
4 C -0.6839 0.0269 -1.0235  N5 1.491, H7 1.135, H8 1.102, H9 1.068
5 N -0.2090 -1.2444 -0.4063  C4 1.491, C6 1.495, H10 1.025, H11 1.025
6 C 0.6630 -1.0122 0.7852  N5 1.495, H12 1.070, H13 1.104, H14 1.065
7 H -1.4871 -0.2041 -1.7912  C4 1.135
8 H -1.1577 0.5620 -0.1853  C4 1.102
9 H 0.1367 0.5773 -1.4277  C4 1.068
10 H 0.3513 -1.7769 -1.0800  N5 1.025
11 H -0.9951 -1.8471 -0.1445  N5 1.025
12 H 1.5234 -0.5100 0.3948  C6 1.070
13 H 0.9388 -2.0098 1.1693  C6 1.104
14 H 0.1849 -0.4337 1.5414  C6 1.065

=====

Stability order, top to bottom: arrangement i, arrangement ii

=====

Arrangement i

DFT (ωB97M-V/def2-TZVPD) results for 10 unconnected molecules or ions with the total composition C13H46N6O10.

Properties
- HOMO: -8.664 eV
- Lowest unoccupied orbital energy: 0.1 eV
- Molar mass: 446.54 g/mol
- Net charge: 0
- Frontier orbital gap: 8.73 eV

Bonds (Å) are listed after each position.
Geometry (Å):
1 C -2.3048 -0.4773 -2.9190  C2 1.551, H4 1.099, H5 1.109, H6 1.036
2 C -2.4371 0.6027 -1.8132  C1 1.551, O3 1.385, H7 1.077, H8 1.093
3 O -1.2659 1.3306 -1.6786  C2 1.385, H9 0.950
4 H -1.3818 -1.0715 -2.9732  C1 1.099
5 H -2.4660 -0.0041 -3.9088  C1 1.109
6 H -3.1321 -1.0968 -2.8464  C1 1.036
7 H -2.6651 0.1391 -0.8687  C2 1.077
8 H -3.2519 1.2725 -2.0981  C2 1.093
9 H -1.2411 1.6668 -2.5664  O3 0.950
10 C 1.2942 4.7934 -1.2818  C11 1.506, H13 1.090, H14 1.103, H15 1.121
11 C 1.7808 3.4100 -1.6249  C10 1.506, O12 1.404, H16 1.148, H17 1.051
12 O 2.6876 3.6320 -2.6734  C11 1.404, H18 0.952
13 H 0.4386 4.7282 -0.6099  C10 1.090
14 H 0.9687 5.3231 -2.1924  C10 1.103
15 H 2.0599 5.4262 -0.7616  C10 1.121
16 H 0.9842 2.5958 -1.7674  C11 1.148
17 H 2.3734 2.9588 -0.8835  C11 1.051
18 H 3.2148 2.8628 -2.8661  O12 0.952
19 C -3.6304 -2.6318 -0.0709  C20 1.533, H22 1.050, H23 1.131, H24 1.116
20 C -4.8690 -3.1916 0.6378  C19 1.533, O21 1.440, H25 1.114, H26 1.083
21 O -5.4647 -2.1512 1.4348  C20 1.440, H27 0.935
22 H -3.3206 -1.9089 0.6245  C19 1.050
23 H -3.8847 -2.0295 -0.9937  C19 1.131
24 H -2.8790 -3.3939 -0.3878  C19 1.116
25 H -4.5383 -4.0582 1.2540  C20 1.114
26 H -5.6108 -3.4972 -0.0902  C20 1.083
27 H -5.7948 -1.4311 0.9378  O21 0.935
28 C 4.3948 1.0076 -1.6957  O29 1.385, N30 1.280, N31 1.321
29 O 5.6860 1.3118 -1.2968  C28 1.385
30 N 4.0481 1.2532 -2.9029  C28 1.280, H32 1.084, H33 1.039
31 N 3.5278 0.4369 -0.8781  C28 1.321, H34 1.000, H35 1.027
32 H 4.7932 1.4310 -3.6693  N30 1.084
33 H 3.0682 1.0273 -3.1650  N30 1.039
34 H 3.8758 0.3336 0.0541  N31 1.000
35 H 2.5221 0.2706 -1.0000  N31 1.027
36 C 2.2656 0.5945 2.7346  O37 1.361, N38 1.306, N39 1.281
37 O 1.0521 1.2019 2.6342  C36 1.361
38 N 3.1558 0.8881 3.6434  C36 1.306, H40 1.007, H41 1.030
39 N 2.5932 -0.4005 1.9974  C36 1.281, H42 1.040, H43 1.023
40 H 2.8141 1.5626 4.3092  N38 1.007
41 H 4.1789 0.7824 3.5862  N38 1.030
42 H 1.9138 -0.6228 1.2415  N39 1.040
43 H 3.4823 -0.8875 1.8612  N39 1.023
44 C -1.4268 3.6066 1.1186  O45 1.409, N46 1.277, N47 1.295
45 O -2.3414 4.1987 0.2256  C44 1.409
46 N -0.6731 2.6174 0.8274  C44 1.277, H48 1.039, H49 1.015
47 N -1.3060 4.0464 2.3310  C44 1.295, H50 1.024, H51 1.096
48 H -0.6166 2.3011 -0.1603  N46 1.039
49 H -0.0308 2.1982 1.4920  N46 1.015
50 H -1.6350 4.9911 2.5490  N47 1.024
51 H -0.4412 3.7104 2.9145  N47 1.096
52 C 2.8135 -3.1232 -1.7334  O53 1.392, H54 1.049, H55 1.118, H56 1.122
53 O 2.1500 -4.0259 -0.9074  C52 1.392, H57 0.941
54 H 2.5038 -3.2795 -2.7230  C52 1.049
55 H 3.8464 -3.5480 -1.6930  C52 1.118
56 H 2.6643 -2.0842 -1.3364  C52 1.122
57 H 2.6158 -4.0209 -0.0901  O53 0.941
58 C -2.0975 -0.3404 2.3851  O59 1.402, H60 1.076, H61 1.090, H62 1.094
59 O -2.8369 0.4864 1.5273  C58 1.402, H63 0.972
60 H -2.7770 -0.9764 2.9251  C58 1.076
61 H -1.7517 0.4758 3.0196  C58 1.090
62 H -1.2623 -0.9096 1.9665  C58 1.094
63 H -2.2929 1.2863 1.4313  O59 0.972
64 C -0.4154 -4.4060 1.8739  O65 1.430, H66 1.099, H67 1.087, H68 1.085
65 O -0.4857 -3.2822 2.7561  C64 1.430, H69 0.938
66 H -1.0647 -5.1866 2.2956  C64 1.099
67 H 0.5978 -4.7887 1.7782  C64 1.087
68 H -0.5801 -4.1029 0.8454  C64 1.085
69 H -1.3861 -3.1978 3.0042  O65 0.938
70 C -0.1184 -1.4393 -0.3995  O71 1.440, H72 1.064, H73 1.110, H74 1.064
71 O 0.6431 -0.2512 -0.6844  C70 1.440, H75 0.969
72 H -0.2632 -2.0795 -1.2367  C70 1.064
73 H -1.1969 -1.2171 -0.2585  C70 1.110
74 H 0.1918 -1.9996 0.4506  C70 1.064
75 H -0.0629 0.3511 -0.9615  O71 0.969

=====

Arrangement ii

DFT (ωB97M-V/def2-TZVPD) results for 10 unconnected molecules or ions with the total composition C13H46N6O10.

Properties
- HOMO: -8.485 eV
- Lowest unoccupied orbital energy: -0.1 eV
- Molar mass: 446.54 g/mol
- Net charge: 0
- Frontier orbital gap: 8.40 eV

Bonds (Å) are listed after each position.
Geometry (Å):
1 C 0.3143 -3.1417 3.4118  C2 1.593, H4 1.053, H5 1.048, H6 1.081
2 C -0.8748 -4.1994 3.3457  C1 1.593, O3 1.386, H7 1.064, H8 1.066
3 O -1.9183 -3.6353 2.6292  C2 1.386, H9 0.965
4 H 1.0686 -3.2525 4.1383  C1 1.053
5 H 0.0465 -2.1304 3.3446  C1 1.048
6 H 0.8501 -3.1384 2.4724  C1 1.081
7 H -1.2252 -4.3877 4.3323  C2 1.064
8 H -0.6337 -5.0936 2.8169  C2 1.066
9 H -2.3044 -4.2873 2.0310  O3 0.965
10 C 3.6845 -2.3528 0.8866  C11 1.515, H13 1.047, H14 1.068, H15 1.100
11 C 2.5351 -2.7336 -0.0245  C10 1.515, O12 1.422, H16 1.134, H17 1.061
12 O 1.8688 -1.5965 -0.5575  C11 1.422, H18 0.956
13 H 4.3779 -1.6812 0.4802  C10 1.047
14 H 4.2830 -3.2235 1.0430  C10 1.068
15 H 3.4220 -1.9532 1.8768  C10 1.100
16 H 1.7877 -3.4014 0.5049  C11 1.134
17 H 2.9770 -3.2645 -0.8303  C11 1.061
18 H 1.2652 -1.3650 0.1465  O12 0.956
19 C -3.6523 0.5320 -0.4790  C20 1.476, H22 1.076, H23 1.065, H24 1.065
20 C -4.2432 0.1380 -1.7733  C19 1.476, O21 1.414, H25 1.124, H26 1.113
21 O -5.5796 -0.2432 -1.5149  C20 1.414, H27 0.984
22 H -2.6487 0.8492 -0.7033  C19 1.076
23 H -3.5641 -0.2841 0.1995  C19 1.065
24 H -4.0111 1.4303 -0.0324  C19 1.065
25 H -3.5862 -0.7009 -2.1299  C20 1.124
26 H -4.1323 0.9013 -2.5753  C20 1.113
27 H -6.0663 -0.0842 -2.3554  O21 0.984
28 C 0.6677 0.6629 1.1686  O29 1.436, N30 1.285, N31 1.279
29 O 1.1161 -0.5687 1.7564  C28 1.436
30 N 1.4118 1.5367 0.5910  C28 1.285, H32 1.013, H33 1.006
31 N -0.5730 0.9705 1.2184  C28 1.279, H34 1.072, H35 0.996
32 H 2.4074 1.4359 0.4319  N30 1.013
33 H 0.8973 2.3600 0.3291  N30 1.006
34 H -1.3323 0.5194 1.8257  N31 1.072
35 H -0.9568 1.8221 0.8740  N31 0.996
36 C 1.4383 3.4423 -2.6193  O37 1.429, N38 1.324, N39 1.251
37 O 1.5234 3.9045 -1.2700  C36 1.429
38 N 0.3050 3.4075 -3.3031  C36 1.324, H40 1.053, H41 1.036
39 N 2.3755 2.9670 -3.2982  C36 1.251, H42 1.038, H43 1.039
40 H -0.5537 3.7783 -2.8194  N38 1.053
41 H 0.1469 3.1073 -4.2819  N38 1.036
42 H 3.1717 2.5664 -2.7662  N39 1.038
43 H 2.1815 2.5786 -4.2418  N39 1.039
44 C 4.2211 1.2851 -1.1897  O45 1.287, N46 1.293, N47 1.313
45 O 4.3310 1.5213 0.0711  C44 1.287
46 N 4.5897 2.0091 -2.1953  C44 1.293, H48 1.057, H49 1.061
47 N 3.6117 0.2341 -1.6871  C44 1.313, H50 1.084, H51 1.032
48 H 4.6333 3.0648 -2.1672  N46 1.057
49 H 4.7415 1.6323 -3.1757  N46 1.061
50 H 3.1111 -0.5143 -1.0841  N47 1.084
51 H 3.4671 0.1622 -2.7061  N47 1.032
52 C -1.1112 -2.4851 -0.4004  O53 1.426, H54 1.071, H55 1.094, H56 1.079
53 O -2.5190 -2.6954 -0.4875  C52 1.426, H57 0.975
54 H -0.6662 -3.3942 -0.0490  C52 1.071
55 H -0.7817 -1.6607 0.2392  C52 1.094
56 H -0.6565 -2.3570 -1.3708  C52 1.079
57 H -2.7829 -2.9671 -1.3862  O53 0.975
58 C -0.8187 4.2127 1.0033  O59 1.471, H60 1.084, H61 1.070, H62 1.063
59 O -1.6654 3.1747 0.3956  C58 1.471, H63 1.013
60 H -1.3518 5.0488 1.4404  C58 1.084
61 H -0.0484 4.5984 0.3680  C58 1.070
62 H -0.3949 3.8834 1.9212  C58 1.063
63 H -2.5733 3.1687 0.8455  O59 1.013
64 C 0.0517 0.6358 -2.4154  O65 1.423, H66 1.114, H67 1.115, H68 1.040
65 O -0.8336 0.8403 -3.5108  C64 1.423, H69 0.965
66 H -0.0875 -0.3485 -1.9129  C64 1.114
67 H -0.2882 1.3137 -1.5985  C64 1.115
68 H 1.0085 0.9489 -2.6767  C64 1.040
69 H -0.7312 1.7785 -3.7134  O65 0.965
70 C -2.5388 -0.6489 4.1413  O71 1.367, H72 1.124, H73 1.082, H74 1.088
71 O -2.4326 -1.0074 2.8266  C70 1.367, H75 0.965
72 H -1.5626 -0.7371 4.6906  C70 1.124
73 H -3.2144 -1.3617 4.5959  C70 1.082
74 H -2.8212 0.4018 4.1527  C70 1.088
75 H -2.1542 -1.9285 2.7567  O71 0.965

=====

Stability order, top to bottom: arrangement i, arrangement ii